Record 1
Computed, not measured: a structure of composition C12H10BrCl3IrO2 at a distorted geometry, with ωB97M-V/def2-TZVPD.

Geometry as XYZ:
```
29
Properties=species:S:1:pos:R:3:lowdin_spin:R:1
C -1.65 -0.59 -1.91 0.1390
C -1.53 -1.17 -0.60 0.1178
C -1.56 -0.05 0.35 0.1852
H -1.43 -2.22 -0.33 0.0093
C -1.58 1.19 -0.40 0.1760
C -1.57 0.86 -1.80 0.1394
H -1.56 1.58 -2.61 0.0106
H -1.85 -1.18 -2.81 0.0107
H -1.59 -0.16 1.43 0.0104
H -1.53 2.17 0.06 0.0100
Ir 0.21 0.07 -0.93 2.3966
Br 2.10 1.53 -0.86 0.4541
C 2.27 0.28 -3.35 0.3802
C 1.12 1.04 -3.80 0.1279
C 0.07 0.13 -4.01 0.1556
H 1.11 2.11 -3.99 0.0018
C 0.54 -1.19 -3.71 0.2928
C 1.87 -1.08 -3.23 0.1212
H 2.52 -1.90 -2.95 -0.0017
H 3.29 0.64 -3.31 0.0123
H -0.89 0.40 -4.42 0.0038
H 0.01 -2.11 -3.90 0.0101
Cl 2.70 -0.98 3.99 0.0032
C 1.88 -1.86 2.68 0.0106
Cl 3.00 -3.03 1.91 0.0026
Cl 0.39 -2.62 3.31 0.0020
C 1.24 -0.85 1.59 0.0117
O 0.71 0.17 2.02 0.0224
O 1.25 -1.27 0.35 0.1841
```

## Properties
E_tot (eV): -127142.818
HOMO-LUMO gap (spin up / spin down) (eV): 6.6 / 6.1
2S+1: 6



Record 2
Computed, not measured: an isolated molecule of C12H10ClN3O2 at a distorted geometry, with ωB97M-V/def2-TZVPD.

Geometry as XYZ:
```
28
Properties=species:S:1:pos:R:3:mulliken_charge:R:1
O 1.62 -4.74 1.48 -0.6773
Cl 2.93 -0.75 -1.70 -0.2311
N -0.49 3.42 -2.95 -0.7130
O 1.38 -5.50 4.11 -0.4060
C 1.05 -3.93 2.20 0.5521
C -0.91 2.81 -1.86 0.4955
C -1.96 3.66 -1.28 -0.3596
C -2.12 4.76 -2.00 -0.6261
C 0.58 -2.67 1.69 -0.6720
C 1.14 -2.04 0.61 -0.5095
C -1.02 1.02 -0.16 -0.9143
C 0.83 0.98 -1.67 -0.7393
C -0.50 -0.16 0.41 -0.5729
C 1.37 -0.18 -1.08 0.3848
C -0.37 1.60 -1.24 0.9364
C 0.69 -0.81 0.01 1.1419
N -1.19 4.60 -3.03 0.0577
N 0.88 -4.31 3.55 -0.1808
H 1.97 -5.91 3.43 0.3666
H -2.56 3.45 -0.39 0.2670
H -2.85 5.51 -1.84 0.4245
H -0.24 -2.24 2.28 0.2445
H 1.96 -2.50 0.15 0.4605
H -1.94 1.40 0.24 0.2849
H 1.36 1.36 -2.58 0.4014
H -1.11 -0.56 1.24 0.1371
H -1.02 5.30 -3.78 0.2378
H 0.52 -3.59 4.16 0.2093
```

## Properties
E_tot (eV): -33691.207
SMILES: O=C(/C=C/c1ccc(-c2cc[nH]n2)cc1Cl)NO
HOMO-LUMO gap (eV): 7.9
2S+1: 1



Record 3
Computed, not measured: an isolated molecule of C12H11BrO4, with ωB97M-V/def2-TZVPD.

Geometry as XYZ:
```
28
Properties=species:S:1:pos:R:3:mulliken_charge:R:1
O 4.61 -1.94 -0.19 -0.4415
C 3.80 -1.30 -0.77 0.2886
Br 2.80 -2.16 -2.19 -0.1571
C 3.52 0.13 -0.45 -0.3784
C 2.57 0.28 0.75 -0.4488
O 2.12 1.65 0.82 -0.3606
C 0.80 1.89 1.05 0.4026
O 0.42 2.11 2.15 -0.5081
C -0.14 1.99 -0.12 -0.5968
C -0.39 0.66 -0.82 0.3673
O 0.36 0.26 -1.67 -0.4748
C -1.61 -0.09 -0.39 0.4138
C -2.67 -0.23 -1.27 -0.3338
C -3.81 -0.91 -0.84 -0.5627
C -3.86 -1.44 0.44 -0.4160
C -2.79 -1.30 1.32 -0.6997
C -1.65 -0.61 0.91 -0.1846
H 4.46 0.59 -0.16 0.3097
H 3.10 0.69 -1.27 0.3879
H 3.13 0.11 1.65 0.4240
H 1.75 -0.44 0.73 0.2370
H 0.21 2.70 -0.86 0.4436
H -1.08 2.34 0.28 0.3679
H -2.61 0.17 -2.26 0.4265
H -4.64 -1.01 -1.52 0.4016
H -4.74 -1.96 0.78 0.3823
H -2.82 -1.69 2.33 0.4036
H -0.81 -0.47 1.56 0.3065
```

## Properties
E_tot (eV): -90854.314
SMILES: O=C(Br)CCOC(=O)CC(=O)c1ccccc1
HOMO-LUMO gap (eV): 10.2
2S+1: 1



Record 4
Computed, not measured: a cluster of 2 separate species, C12H11BrSi in total at a distorted geometry, with ωB97M-V/def2-TZVPD.

Geometry as XYZ:
```
25
Properties=species:S:1:pos:R:3:mulliken_charge:R:1
C 0.63 -0.14 -3.92 -0.2498
C 0.05 1.75 3.43 -0.4553
C 1.03 0.66 -2.83 -0.6992
C -0.08 -1.33 -3.66 -0.5432
C -1.21 1.35 3.04 -0.6884
C 1.19 0.97 3.22 -0.3423
C 0.70 0.19 -1.53 -0.0186
C -0.47 -1.70 -2.35 -0.2981
C -1.21 0.21 2.20 -0.4316
C 1.19 -0.17 2.49 -0.4485
C -0.05 -0.99 -1.27 0.5536
C -0.04 -0.47 1.85 0.5433
Si -0.42 -1.64 0.43 0.3119
Br 2.16 -3.62 0.04 -0.5879
H 0.66 0.24 -4.95 0.3513
H 0.17 2.61 3.98 0.4237
H 1.58 1.57 -2.98 0.3870
H 0.05 -2.11 -4.45 0.2712
H -2.13 1.82 3.36 0.3972
H 2.06 1.33 3.67 0.4352
H 0.97 0.74 -0.57 0.2054
H -1.07 -2.65 -2.38 0.1642
H -2.09 -0.07 1.68 0.3172
H 2.01 -0.83 2.52 0.4446
H -1.35 -2.70 0.30 -0.0428
```

## Properties
E_tot (eV): -90540.584
HOMO-LUMO gap (eV): 7.2
2S+1: 1



2S+1 of number 3 (C12H11BrO4)?
1



The highest 2S+1 belongs to which entry?
C12H10BrCl3IrO2



The lowest E_tot belongs to which entry?
C12H10BrCl3IrO2



The lowest E_tot belongs to which entry?
C12H10BrCl3IrO2